{"formula": "C4H5NOS", "method": "the ωB97M-V functional and the def2-TZVPD basis", "symbols": ["C", "C", "C", "C", "H", "H", "H", "H", "H", "N", "O", "S"], "coordinates": [[0.252, 0.842, -0.090], [1.467, 0.170, 0.054], [1.102, -1.127, -0.033], [-0.769, -0.067, -0.360], [-0.761, 2.550, -0.805], [2.463, 0.731, 0.393], [1.668, -2.094, -0.065], [-0.464, -2.293, -0.016], [-2.557, 0.344, 1.390], [-0.193, -1.313, -0.284], [0.227, 2.229, -0.119], [-2.436, 0.029, -0.066]], "e_above_lowest_kcal_mol": 66.3, "total_energy_ev": -18599.04464, "spin_multiplicity": 1, "molar_mass_g_mol": 115.16, "gap_ev": 8.6, "largest_force_ev_per_a": 5.9, "homo_energy_ev": -8.2, "e_lumo_ev": 0.40}



{"formula": "C4H5NOS", "method": "the ωB97M-V functional and the def2-TZVPD basis", "symbols": ["C", "C", "C", "C", "N", "O", "S", "H", "H", "H", "H", "H"], "coordinates": [[-1.593, -0.545, 0.095], [-1.234, -1.774, 0.477], [-0.562, 0.450, -0.134], [1.700, 1.135, -0.277], [0.703, 0.048, 0.024], [-0.759, 1.613, -0.487], [0.450, -2.189, 0.749], [-2.605, -0.215, -0.083], [-1.973, -2.547, 0.621], [2.682, 0.699, -0.021], [1.524, 1.979, 0.372], [1.668, 1.347, -1.337]], "e_above_lowest_kcal_mol": 74.1, "total_energy_ev": -18598.70745, "spin_multiplicity": 1, "molar_mass_g_mol": 115.16, "gap_ev": 6.8, "largest_force_ev_per_a": 4.1, "homo_energy_ev": -9.3, "e_lumo_ev": -2.49}



{"formula": "C4H5NOS", "method": "the ωB97M-V functional and the def2-TZVPD basis", "symbols": ["C", "C", "N", "S", "C", "H", "H", "H", "C", "O", "H", "H"], "coordinates": [[0.488, -0.292, -1.107], [-0.298, -1.435, -1.134], [-0.329, -2.154, -0.017], [0.609, -1.433, 1.147], [1.130, -0.193, 0.101], [0.534, 0.320, -1.914], [-0.946, -1.707, -1.917], [1.720, 0.619, 0.526], [-0.836, 1.594, 1.140], [-0.985, 1.792, -0.021], [-1.170, 0.756, 1.588], [0.082, 2.132, 1.607]], "smiles": "c1cnsc1.C=O", "e_above_lowest_kcal_mol": 51.2, "total_energy_ev": -18599.69852, "spin_multiplicity": 1, "molar_mass_g_mol": 115.16, "gap_ev": 10.2, "largest_force_ev_per_a": 5.3, "homo_energy_ev": -9.7, "e_lumo_ev": 0.52}



{"formula": "C4H5NOS2", "method": "the ωB97M-V functional and the def2-TZVPD basis", "symbols": ["O", "C", "S", "C", "N", "C", "C", "S", "H", "H", "H", "H", "H"], "coordinates": [[1.952, 1.823, -0.007], [1.599, 0.659, -0.097], [2.766, -0.677, 0.084], [0.139, 0.351, -0.375], [-0.227, -0.997, -0.655], [-0.630, -0.429, 0.634], [-2.018, -0.011, 0.891], [-3.177, 0.107, -0.259], [1.871, -1.634, -0.236], [-0.357, 1.207, -0.883], [-1.071, -0.930, -1.225], [-0.147, -0.830, 1.534], [-2.266, 0.294, 1.915]], "smiles": "O=C(S)[C@H]1N[C@@H]1C=S", "e_above_lowest_kcal_mol": 37.3, "total_energy_ev": -29435.47630, "spin_multiplicity": 1, "molar_mass_g_mol": 147.22, "gap_ev": 8.5, "largest_force_ev_per_a": 1.6, "homo_energy_ev": -9.5, "e_lumo_ev": -1.01}



{"formula": "C4H5NOS2", "method": "the ωB97M-V functional and the def2-TZVPD basis", "symbols": ["C", "C", "C", "S", "S", "C", "N", "O", "H", "H", "H", "H", "H"], "coordinates": [[1.598, 1.638, -0.209], [0.801, 0.649, 0.189], [1.100, -0.793, 0.107], [2.614, -1.364, 0.450], [-0.197, -1.791, -0.160], [-1.492, -0.850, -0.782], [-2.465, -0.376, -0.061], [-2.206, -0.225, 1.330], [2.657, 1.477, -0.566], [1.172, 2.641, -0.397], [-0.357, 0.763, 0.253], [-1.711, -1.075, -1.833], [-1.513, -0.695, 1.679]], "smiles": "C=CC(=S)S/C=N\\O", "e_above_lowest_kcal_mol": 95.7, "total_energy_ev": -29432.94567, "spin_multiplicity": 1, "molar_mass_g_mol": 147.22, "gap_ev": 7.9, "largest_force_ev_per_a": 5.5, "homo_energy_ev": -8.9, "e_lumo_ev": -0.97}



{"formula": "C4H5NS", "method": "the ωB97M-V functional and the def2-TZVPD basis", "symbols": ["C", "C", "C", "C", "N", "S", "H", "H", "H", "H", "H"], "coordinates": [[0.735, 1.377, 0.649], [0.489, -0.631, -0.900], [-1.332, 0.224, 0.439], [-0.060, 0.580, -0.215], [0.652, -1.462, 0.253], [0.241, -0.419, 1.417], [1.809, 1.374, 0.440], [-0.269, -0.895, -1.678], [1.557, -0.373, -1.262], [-2.072, 0.918, 0.641], [-1.750, -0.692, 0.217]], "e_above_lowest_kcal_mol": 162.5, "total_energy_ev": -16547.01798, "spin_multiplicity": 1, "molar_mass_g_mol": 99.16, "gap_ev": 7.9, "largest_force_ev_per_a": 3.6, "homo_energy_ev": -8.4, "e_lumo_ev": -0.46}



{"formula": "C4H5NS", "method": "the ωB97M-V functional and the def2-TZVPD basis", "symbols": ["C", "S", "C", "C", "C", "N", "H", "H", "H", "H", "H"], "coordinates": [[1.174, 2.113, -1.166], [0.532, 1.037, -0.026], [-0.294, -0.189, -0.900], [-0.759, -1.400, -0.304], [-0.848, -1.770, 1.066], [-0.809, -2.107, 2.204], [0.434, 2.591, -1.829], [1.915, 1.784, -1.821], [1.490, 3.053, -0.609], [-0.897, 0.056, -1.859], [-1.437, -1.853, -1.068]], "smiles": "CS/C=C\\C#N", "e_above_lowest_kcal_mol": 42.7, "total_energy_ev": -16552.21160, "spin_multiplicity": 1, "molar_mass_g_mol": 99.16, "gap_ev": 8.6, "largest_force_ev_per_a": 4.4, "homo_energy_ev": -8.8, "e_lumo_ev": -0.22}



{"formula": "C4H5NS", "method": "the ωB97M-V functional and the def2-TZVPD basis", "symbols": ["C", "C", "C", "C", "H", "H", "H", "H", "H", "N", "S"], "coordinates": [[0.258, -0.056, -0.145], [-0.526, 1.116, -0.227], [-1.759, 0.806, 0.059], [-0.665, -1.142, -0.006], [2.593, 1.082, 1.108], [0.115, 2.112, 0.098], [-2.608, 1.633, 0.429], [-2.840, -1.184, 0.330], [-0.531, -2.170, 0.288], [-1.994, -0.574, -0.005], [2.086, -0.113, -0.019]], "e_above_lowest_kcal_mol": 70.3, "total_energy_ev": -16551.01794, "spin_multiplicity": 1, "molar_mass_g_mol": 99.16, "gap_ev": 8.4, "largest_force_ev_per_a": 7.2, "homo_energy_ev": -8.2, "e_lumo_ev": 0.19}



{"formula": "C4H5NS2", "method": "the ωB97M-V functional and the def2-TZVPD basis", "symbols": ["S", "C", "C", "C", "C", "N", "S", "H", "H", "H", "H", "H"], "coordinates": [[0.559, -0.596, 1.968], [0.631, 0.177, 0.389], [1.646, 0.916, -0.161], [1.321, 1.210, -1.509], [0.071, 0.714, -1.734], [-0.356, 0.075, -0.581], [-1.908, -0.657, -0.416], [-0.554, 0.032, 2.366], [2.583, 1.184, 0.337], [1.980, 1.582, -2.214], [-0.483, 0.565, -2.664], [-1.473, -1.955, -0.499]], "smiles": "Sc1cccn1S", "e_above_lowest_kcal_mol": 24.7, "total_energy_ev": -27388.64509, "spin_multiplicity": 1, "molar_mass_g_mol": 131.22, "gap_ev": 8.9, "largest_force_ev_per_a": 1.8, "homo_energy_ev": -8.4, "e_lumo_ev": 0.57}



{"formula": "C4H5NS2", "method": "the ωB97M-V functional and the def2-TZVPD basis", "symbols": ["S", "C", "C", "C", "N", "C", "S", "H", "H", "H", "H", "H"], "coordinates": [[-1.843, -2.098, -0.004], [-2.144, -0.451, -0.008], [-1.282, 0.694, -0.034], [0.076, 0.798, -0.124], [0.911, -0.282, -0.011], [2.267, -0.212, 0.142], [3.360, -1.382, -0.064], [-3.110, -0.059, 0.105], [-1.838, 1.628, -0.025], [0.531, 1.744, -0.223], [0.468, -1.153, -0.241], [2.604, 0.773, 0.487]], "smiles": "S=C/C=C\\NC=S", "e_above_lowest_kcal_mol": 33.8, "total_energy_ev": -27388.24868, "spin_multiplicity": 1, "molar_mass_g_mol": 131.22, "gap_ev": 7.5, "largest_force_ev_per_a": 2.2, "homo_energy_ev": -8.8, "e_lumo_ev": -1.37}



{"formula": "C4H5NS3", "method": "the ωB97M-V functional and the def2-TZVPD basis", "symbols": ["C", "C", "C", "C", "H", "H", "H", "H", "H", "N", "S", "S", "S"], "coordinates": [[-1.418, 0.372, -0.525], [-0.513, -0.847, -0.522], [2.009, -0.358, -0.533], [1.926, -0.793, 0.656], [-1.985, 2.829, 1.787], [-2.022, 0.606, -1.398], [-1.007, -1.768, -0.652], [3.128, -0.224, -0.978], [2.912, -0.919, 1.366], [-1.511, 0.858, 0.692], [-2.597, 2.090, 0.747], [0.779, -0.476, -1.695], [0.299, -1.368, 1.054]], "e_above_lowest_kcal_mol": 70.0, "total_energy_ev": -38221.69741, "spin_multiplicity": 1, "molar_mass_g_mol": 163.29, "gap_ev": 8.6, "largest_force_ev_per_a": 7.1, "homo_energy_ev": -7.9, "e_lumo_ev": 0.66}



{"formula": "C4H5NaO2Tl", "method": "the ωB97M-V functional and the def2-TZVPD basis", "symbols": ["H", "C", "C", "C", "C", "O", "O", "Tl", "Na", "H", "H", "H", "H"], "coordinates": [[2.371, 2.251, 0.742], [-1.184, 0.711, 0.173], [-1.434, -0.756, 0.303], [-0.063, -1.387, 0.075], [0.855, -0.320, -0.412], [0.134, 0.753, -0.613], [-1.851, 1.682, 0.126], [1.472, 2.953, -1.016], [3.366, 0.127, -0.545], [-2.182, -1.037, -0.449], [-1.843, -0.942, 1.304], [-0.003, -2.193, -0.673], [0.362, -1.842, 0.985]], "total_energy_ev": -17424.73527, "spin_multiplicity": 1, "molar_mass_g_mol": 312.45, "gap_ev": 7.1, "largest_force_ev_per_a": 3.6, "homo_energy_ev": -11.3, "e_lumo_ev": -4.14, "charge": 1}



{"formula": "C4H5O2Sm", "method": "the ωB97M-V functional and the def2-TZVPD basis", "symbols": ["H", "O", "C", "C", "C", "H", "H", "H", "C", "O", "Sm", "H"], "coordinates": [[-1.749, 1.384, -2.515], [-1.011, 1.420, -1.901], [-0.891, 0.173, -1.250], [0.231, 0.195, -0.295], [1.260, 0.744, 0.250], [-0.720, -0.644, -1.973], [-1.811, -0.081, -0.694], [1.918, 1.594, 0.398], [0.825, -0.664, 1.022], [0.006, -0.766, 2.093], [0.662, -1.764, 4.238], [1.280, -1.591, 0.626]], "e_above_lowest_kcal_mol": 48.3, "total_energy_ev": -26216.40804, "spin_multiplicity": 7, "molar_mass_g_mol": 235.44, "gap_ev": [4.5, 4.7], "s2": 12.011, "largest_force_ev_per_a": 5.4, "homo_energy_ev": [-10.4, -10.4], "e_lumo_ev": [-5.89, -5.75], "charge": 1}



{"formula": "C4H5O5Ru", "method": "the ωB97M-V functional and the def2-TZVPD basis", "symbols": ["O", "O", "C", "C", "O", "C", "Ru", "H", "H", "H", "H", "H", "O", "C", "O"], "coordinates": [[-0.212, 1.366, -1.221], [-1.811, 2.195, 0.100], [-0.777, 1.571, -0.066], [-0.312, 0.590, 1.008], [0.806, -0.145, 0.542], [1.181, -1.237, 1.370], [1.584, 0.410, -1.304], [-1.145, -0.094, 1.231], [-0.057, 1.141, 1.926], [1.850, -1.874, 0.781], [1.702, -0.867, 2.265], [0.291, -1.807, 1.672], [0.050, -0.764, -2.541], [-1.015, -0.252, -2.715], [-2.135, -0.233, -3.047]], "e_above_lowest_kcal_mol": 0.0, "total_energy_ev": -17035.19494, "spin_multiplicity": 7, "molar_mass_g_mol": 234.15, "gap_ev": [8.4, 6.7], "s2": 12.006, "largest_force_ev_per_a": 4.5, "homo_energy_ev": [-12.5, -14.9], "e_lumo_ev": [-4.05, -8.19], "charge": 1}



{"formula": "C4H5O6Sm", "method": "the ωB97M-V functional and the def2-TZVPD basis", "symbols": ["O", "C", "O", "Sm", "O", "O", "C", "O", "O", "C", "C", "H", "H", "H", "H", "H"], "coordinates": [[-0.834, -0.452, 3.068], [0.169, -0.975, 3.402], [1.278, -1.040, 3.719], [-2.612, 1.010, 2.162], [-0.430, -4.067, 3.658], [0.408, -7.504, 4.291], [-0.059, -8.741, 4.234], [-1.171, -9.060, 3.890], [0.914, -9.571, 4.582], [-0.479, -6.458, 3.910], [0.322, -5.165, 3.930], [0.607, -10.483, 4.498], [-1.317, -6.400, 4.617], [-0.869, -6.655, 2.903], [1.186, -5.194, 3.233], [0.802, -4.998, 4.921]], "total_energy_ev": -34398.36142, "spin_multiplicity": 8, "molar_mass_g_mol": 299.44, "gap_ev": [4.1, 4.3], "s2": 15.761, "largest_force_ev_per_a": 4.5, "homo_energy_ev": [-14.4, -14.4], "e_lumo_ev": [-10.34, -10.14], "charge": 2}



{"formula": "C4H5OPS", "method": "the ωB97M-V functional and the def2-TZVPD basis", "symbols": ["C", "C", "C", "C", "O", "P", "S", "H", "H", "H", "H", "H"], "coordinates": [[0.614, -0.635, -0.748], [0.499, -1.036, 0.668], [-0.563, -0.288, -1.358], [-0.688, -0.718, 1.213], [-1.077, 2.627, 0.800], [-1.833, -0.148, -0.047], [-3.770, -0.472, -0.226], [1.652, -0.807, -1.313], [1.371, -1.242, 1.292], [-0.599, -0.160, -2.408], [-0.944, -0.995, 2.253], [-1.766, 2.972, 1.388]], "e_above_lowest_kcal_mol": 105.6, "total_energy_ev": -26395.78857, "spin_multiplicity": 1, "molar_mass_g_mol": 132.12, "gap_ev": [5.7, 5.7], "largest_force_ev_per_a": 2.9, "homo_energy_ev": [-8.5, -8.5], "e_lumo_ev": [-2.81, -2.81]}



{"formula": "C4H5OS", "method": "the ωB97M-V functional and the def2-TZVPD basis", "symbols": ["O", "C", "S", "C", "C", "C", "H", "H", "H", "H", "H"], "coordinates": [[1.493, 1.518, -0.170], [1.457, 0.307, -0.077], [2.842, -0.660, 0.079], [0.230, -0.478, -0.123], [-0.923, -0.072, 0.783], [-0.972, 0.226, -0.685], [0.326, -1.469, -0.511], [-0.759, 0.657, 1.599], [-1.425, -0.796, 1.339], [-1.565, -0.419, -1.214], [-0.703, 1.187, -1.021]], "smiles": "[O-]C(=S)C1CC1", "e_above_lowest_kcal_mol": 0.0, "total_energy_ev": -17111.92969, "spin_multiplicity": 1, "molar_mass_g_mol": 101.15, "gap_ev": 6.9, "largest_force_ev_per_a": 2.5, "homo_energy_ev": -2.9, "e_lumo_ev": 4.07, "charge": -1}



{"formula": "C4H5PS", "method": "the ωB97M-V functional and the def2-TZVPD basis", "symbols": ["C", "C", "C", "C", "P", "S", "H", "H", "H", "H", "H"], "coordinates": [[-1.351, 1.384, -0.701], [-0.092, -0.685, 0.096], [-0.725, 0.705, 0.443], [1.398, -0.743, 0.078], [-2.573, 0.782, 0.276], [-1.066, -1.960, -0.044], [-0.867, 1.572, -1.627], [-0.078, 1.303, 1.163], [1.727, -1.628, -0.558], [1.828, -0.989, 1.103], [1.799, 0.259, -0.228]], "e_above_lowest_kcal_mol": 4.1, "total_energy_ev": -24347.65673, "spin_multiplicity": 3, "molar_mass_g_mol": 116.12, "gap_ev": [6.4, 6.4], "s2": 2.007, "largest_force_ev_per_a": 4.2, "homo_energy_ev": [-6.4, -9.0], "e_lumo_ev": [0.06, -2.55]}



{"formula": "C4H6", "method": "the ωB97M-V functional and the def2-TZVPD basis", "symbols": ["C", "C", "C", "C", "H", "H", "H", "H", "H", "H"], "coordinates": [[-2.116, 0.017, 0.023], [-0.593, -0.261, -0.059], [0.606, -0.406, 0.015], [2.023, 0.068, 0.036], [-2.415, 0.087, 1.021], [-2.247, 1.039, -0.476], [-2.602, -0.854, -0.423], [2.117, 1.077, -0.225], [2.694, -0.228, 0.813], [2.533, -0.539, -0.724]], "smiles": "CC#CC", "e_above_lowest_kcal_mol": 26.4, "total_energy_ev": -4242.81592, "spin_multiplicity": 1, "molar_mass_g_mol": 54.09, "gap_ev": 10.4, "largest_force_ev_per_a": 3.7, "homo_energy_ev": -9.4, "e_lumo_ev": 1.05}